# 1
The following is a quantum chemistry calculation of C40H45GaNO2PSi2 as an isolated structure in a non-equilibrium geometry, from the OMol25 dataset.

Geometry as XYZ:
```
92
Properties=species:S:1:pos:R:3:forces:R:3
Ga -0.73438 0.45573 0.91445 -0.4685 -0.2994 0.2021
O 0.96157 1.39040 4.47436 0.0000 0.0780 -0.0021
C 1.03764 0.91355 3.36629 -0.1370 -0.1180 -0.0501
O -0.00433 0.77959 2.58249 0.0288 0.4391 0.0541
C 2.35655 0.37723 2.85151 0.2092 0.0182 -0.0921
P 2.35585 -0.16270 1.09125 0.0472 0.1808 0.1223
C 4.02075 -0.90747 0.97984 0.0380 -0.1011 -0.1010
C 5.19744 -0.16342 1.06726 0.0230 0.0371 0.0560
C 6.43191 -0.78456 0.96898 -0.0228 -0.0231 0.0032
C 6.50694 -2.16048 0.78210 -0.0368 -0.0067 -0.0049
C 5.34482 -2.91282 0.70028 -0.0079 0.0540 0.0049
C 4.10683 -2.28590 0.79451 0.0490 0.0238 0.0043
C 2.58781 1.40979 0.17856 0.2232 0.0544 0.0460
C 2.07076 2.62331 0.62780 0.1175 0.1299 0.0125
C 2.17426 3.77105 -0.15231 0.3743 0.0313 0.1450
C 2.79945 3.72353 -1.38856 0.8632 0.2514 0.6781
C 3.31826 2.51892 -1.84639 0.9542 0.1633 0.5778
C 3.20220 1.37382 -1.07530 0.3129 0.0147 0.1576
H 2.57746 -0.51355 3.44528 0.0584 -0.0008 0.0137
H 3.12778 1.11362 3.07878 0.0903 -0.0385 -0.0153
H 5.14610 0.91050 1.20720 -0.0061 -0.0144 -0.0259
H 7.33828 -0.19590 1.03645 -0.0129 -0.0081 -0.0043
H 7.47265 -2.64212 0.69536 -0.0096 -0.0033 0.0149
H 5.39905 -3.98410 0.55390 -0.0042 0.0098 0.0035
H 3.19601 -2.86944 0.72091 -0.0015 -0.0103 -0.0107
H 1.58663 2.70081 1.59530 0.0078 -0.0409 -0.0338
H 1.76747 4.70449 0.21599 -0.0230 -0.0059 -0.0189
H 2.88252 4.61776 -1.99318 0.0391 -0.0521 0.1069
H 3.80402 2.46881 -2.81356 -0.0055 -0.0129 -0.0174
H 3.59993 0.43652 -1.45002 -0.0024 0.0065 -0.0128
C -1.14079 -3.18590 -0.51503 0.1098 -0.0873 -0.0609
Si -2.62352 -2.08418 -0.17805 0.1071 0.1194 -0.0296
C -4.07984 -3.24542 0.03244 -0.1632 -0.0159 0.0526
C -3.13997 -1.00495 -1.62206 0.0214 0.0379 -0.1666
C -2.20670 -0.93802 1.24898 -0.1279 0.0122 0.1960
C -3.18591 0.17348 1.40525 -0.0614 -0.0935 0.0271
C -4.57099 0.09203 1.59225 0.0356 -0.0283 0.0023
C -5.29107 1.25035 1.79130 -0.0323 0.0156 0.0066
C -4.64112 2.48456 1.81076 -0.0286 0.0001 0.0101
C -3.28249 2.50498 1.59927 0.0628 -0.0989 0.0331
N -2.58841 1.38035 1.38504 -0.0315 0.1335 -0.0363
Si -1.91231 -1.74463 2.94093 -0.0433 -0.0845 -0.0760
C -0.19433 -2.47699 3.00389 0.1709 -0.0444 0.0796
C -3.10721 -3.14760 3.29736 -0.1204 -0.0822 0.0293
C -2.19084 -0.52397 4.32346 0.0481 0.1631 0.1374
H -0.91774 -3.23907 -1.58527 0.0103 -0.0007 0.0654
H -1.34441 -4.20296 -0.16590 0.0195 0.0433 -0.0239
H -0.24553 -2.83463 0.00240 0.0000 -0.0246 -0.0259
H -4.23966 -3.72109 -0.94199 -0.0250 0.0140 0.0477
H -5.00677 -2.72794 0.29446 0.0245 -0.0397 -0.0359
H -3.91310 -4.03402 0.76217 -0.0044 -0.0412 0.0242
H -3.00110 -1.51771 -2.57931 -0.0281 0.0213 0.0574
H -2.57826 -0.07153 -1.66430 0.0130 0.0334 -0.0489
H -4.20284 -0.75887 -1.52781 0.0516 0.0014 -0.0206
H -5.05297 -0.87633 1.59614 0.0056 0.0229 0.0073
H -6.36243 1.20152 1.94324 0.0144 0.0008 0.0039
H -5.18061 3.40524 1.98222 0.0078 -0.0223 0.0003
H -2.71787 3.42901 1.59669 0.0134 -0.0065 -0.0160
H -0.13980 -3.42156 2.45594 0.0049 0.0340 0.0121
H 0.07993 -2.67470 4.04536 -0.0075 -0.0362 -0.0504
H 0.55200 -1.79662 2.58817 -0.0399 -0.0914 0.0049
H -2.93089 -4.03252 2.68375 -0.0023 0.0237 0.0030
H -4.14977 -2.84121 3.16435 0.0420 -0.0507 0.0110
H -2.98277 -3.44301 4.34490 -0.0217 0.0087 -0.0656
H -1.35875 0.17014 4.45809 -0.1145 -0.0488 -0.0001
H -2.33096 -1.08427 5.25286 0.0036 0.0479 -0.0088
H -3.09796 0.06601 4.15740 0.0209 -0.0316 0.0485
C 0.72906 -1.37151 -5.63489 0.0065 0.0069 0.0184
C -0.09507 -0.30064 -5.30791 0.0273 -0.0019 0.0071
C -0.21438 0.11983 -3.99377 -0.0989 -0.0085 -0.0258
C 0.49177 -0.52169 -2.97328 0.0356 0.0619 0.1568
C 1.31361 -1.59632 -3.31704 0.0763 0.0289 0.0024
C 1.43859 -2.01744 -4.63336 -0.0058 0.0426 0.0173
C 0.30506 -0.22112 -1.53217 -0.2817 -0.0503 -0.3676
C -0.14664 0.87547 -0.90441 0.1736 0.1746 -0.4183
C -0.26906 2.20602 -1.55725 0.0288 -0.0826 -0.2280
C 0.72482 2.63744 -2.44055 -1.1129 -0.5154 -0.6154
C 0.64217 3.87022 -3.06490 -0.5070 -0.0447 -0.2188
C -0.43567 4.71219 -2.81616 0.1918 -0.0503 -0.0626
C -1.41523 4.31384 -1.91954 -0.0370 -0.0726 0.1556
C -1.32282 3.07949 -1.28855 -0.0068 0.0152 -0.0045
H 0.80537 -1.70663 -6.66125 0.0197 0.0153 -0.0020
H -0.65631 0.20724 -6.08247 -0.0059 -0.0195 0.0055
H -0.87788 0.94154 -3.75684 0.0119 -0.0459 0.0062
H 1.86388 -2.10731 -2.53361 -0.0394 -0.0376 0.0089
H 2.08071 -2.85570 -4.87227 -0.0006 0.0056 -0.0034
H 0.53128 -1.08760 -0.91628 -0.1044 -0.0344 -0.0519
H 1.57167 1.99147 -2.63399 -0.9054 0.0630 -0.2715
H 1.42808 4.18091 -3.74282 -0.0513 -0.0099 -0.0522
H -0.50434 5.67279 -3.31073 -0.0041 0.0003 0.0030
H -2.25331 4.96559 -1.70436 -0.0003 -0.0141 -0.0125
H -2.08978 2.77698 -0.59049 -0.0430 0.0123 -0.0543
```
Forces are in eV/Å.

Maximum force ... 0.027 Eh/bohr
Charge ... 0
Orbital gap ... 8.03 eV
Energy above the lowest of the compared OMol25 structures with the same formula, charge and spin ... 12.82 kcal/mol
Molecular weight ... 728.7 g mol⁻¹
HOMO level ... -7.80 eV
LUMO level ... 0.0084 Eh

Formally, the Löwdin partial charges of the atoms, in units of the elementary charge, are as follows: atom 1 (Ga): 0.498, atom 2 (O): 0.084, atom 3 (C): -0.661, atom 4 (O): -0.098, atom 5 (C): -0.239, atom 6 (P): 1.087, atom 7 (C): -0.378, atom 8 (C): -0.090, atom 9 (C): -0.078, atom 10 (C): -0.087, atom 11 (C): -0.086, atom 12 (C): -0.102, atom 13 (C): -0.367, atom 14 (C): -0.073, atom 15 (C): -0.059, atom 16 (C): -0.120, atom 17 (C): -0.109, atom 18 (C): -0.103, atom 19 (H): 0.103, atom 20 (H): 0.103, atom 21 (H): 0.111, atom 22 (H): 0.104, atom 23 (H): 0.102, atom 24 (H): 0.102, atom 25 (H): 0.095, atom 26 (H): 0.107, atom 27 (H): 0.116, atom 28 (H): 0.111, atom 29 (H): 0.123, atom 30 (H): 0.116, atom 31 (C): -0.159, atom 32 (Si): 0.463, atom 33 (C): -0.179, atom 34 (C): -0.154, atom 35 (C): -0.365, atom 36 (C): -0.378, atom 37 (C): -0.013, atom 38 (C): -0.040, atom 39 (C): -0.049, atom 40 (C): -0.094, atom 41 (N): 0.077, atom 42 (Si): 0.468, atom 43 (C): -0.156, atom 44 (C): -0.177, atom 45 (C): -0.142, atom 46 (H): 0.035, atom 47 (H): 0.037, atom 48 (H): 0.010, atom 49 (H): 0.041, atom 50 (H): 0.024, atom 51 (H): 0.012, atom 52 (H): 0.042, atom 53 (H): 0.015, atom 54 (H): 0.037, atom 55 (H): 0.106, atom 56 (H): 0.113, atom 57 (H): 0.106, atom 58 (H): 0.126, atom 59 (H): 0.034, atom 60 (H): 0.047, atom 61 (H): -0.015, atom 62 (H): 0.019, atom 63 (H): 0.033, atom 64 (H): 0.035, atom 65 (H): 0.023, atom 66 (H): 0.040, atom 67 (H): 0.037, atom 68 (C): -0.093, atom 69 (C): -0.075, atom 70 (C): -0.033, atom 71 (C): -0.203, atom 72 (C): -0.045, atom 73 (C): -0.085, atom 74 (C): -0.135, atom 75 (C): -0.172, atom 76 (C): -0.224, atom 77 (C): -0.095, atom 78 (C): -0.087, atom 79 (C): -0.079, atom 80 (C): -0.077, atom 81 (C): -0.034, atom 82 (H): 0.099, atom 83 (H): 0.103, atom 84 (H): 0.115, atom 85 (H): 0.112, atom 86 (H): 0.101, atom 87 (H): 0.050, atom 88 (H): 0.094, atom 89 (H): 0.113, atom 90 (H): 0.101, atom 91 (H): 0.101, atom 92 (H): 0.076

# 2
The following is a quantum chemistry calculation of one molecule with the formula C5H12N2S in a non-equilibrium geometry, from the OMol25 dataset.

Geometry as XYZ:
```
20
Properties=species:S:1:pos:R:3:forces:R:3
C 0.85447 1.61787 1.17142 1.8806 0.6356 0.0776
C -0.14797 0.67265 0.56187 0.4357 0.1979 -0.4097
S -1.27464 1.61639 -0.49478 0.2314 0.6009 -0.7001
C -0.86584 -0.21641 1.57247 -0.3048 -0.4370 0.2612
N 0.13176 -1.28792 1.29312 -0.5412 -0.2626 0.3444
C 0.50998 -0.66090 0.01072 0.4423 0.7155 0.1741
C -0.08790 -1.28725 -1.21159 -0.8934 -1.1977 0.0639
N 0.31154 -0.62804 -2.43148 -0.2795 0.1667 -0.3869
H 1.48667 2.04694 0.36725 -0.4790 -0.0050 0.1847
H 0.47043 2.46219 1.76266 -0.4063 -0.3775 -0.3604
H 1.62827 1.15470 1.81072 -0.6298 -0.4198 -0.1053
H -0.36312 2.43491 -1.16201 -0.6417 -0.7897 0.7407
H -1.87975 -0.51248 1.25820 0.1926 0.2094 -0.0398
H -0.93512 0.12814 2.61702 0.2594 -0.0230 -0.3653
H -0.35917 -2.17306 1.18376 0.4278 -0.0531 -0.0758
H 1.59623 -0.60816 -0.20460 -0.3606 0.1729 0.5071
H -1.18725 -1.42515 -1.08660 0.2742 0.3913 -0.0391
H 0.27722 -2.32547 -1.30291 0.1174 0.2573 0.3491
H 0.04628 -1.25210 -3.19268 0.1435 0.5142 -0.0478
H -0.21210 0.24315 -2.52258 0.1313 -0.2963 -0.1723
```
Forces are in eV/Å.

Structure (SMILES) ... C[C@]1(S)CN[C@H]1CN
Maximum force ... 0.039 Eh/bohr
Charge ... 0
Orbital gap ... 9.76 eV
Energy above the lowest of the compared OMol25 structures with the same formula, charge and spin ... 15.61 kcal/mol
Molecular weight ... 132.2 g mol⁻¹
HOMO level ... -9.00 eV
LUMO level ... 0.0282 Eh

Formally, the natural (NBO) partial charges of the atoms, in units of the elementary charge, are as follows: atom 1 (C): -0.626, atom 2 (C): -0.164, atom 3 (S): -0.043, atom 4 (C): -0.231, atom 5 (N): -0.607, atom 6 (C): -0.061, atom 7 (C): -0.236, atom 8 (N): -0.834, atom 9 (H): 0.211, atom 10 (H): 0.223, atom 11 (H): 0.227, atom 12 (H): 0.134, atom 13 (H): 0.183, atom 14 (H): 0.197, atom 15 (H): 0.353, atom 16 (H): 0.197, atom 17 (H): 0.161, atom 18 (H): 0.193, atom 19 (H): 0.359, atom 20 (H): 0.364